(1)
18
Properties=species:S:1:pos:R:3 method="wB97M-V/def2-TZVPD" charge=+1 smiles="[H]/N=C/[NH+]=C1/O[C@]12C[C@@H]2C" fmax_ev_per_a=3.639 homo_lumo_gap_ev=10.4 total_energy_ev=-11384.52896 multiplicity=1 e_above_lowest_kcal_mol=87.67
H -2.62 -1.04 -1.55
N -1.92 -1.08 -0.83
C -1.75 -2.00 -0.06
N -0.57 -1.92 0.83
C 0.09 -0.85 1.12
O 0.97 -0.60 2.05
C 0.63 0.46 1.03
C 0.59 1.91 0.91
C 1.38 1.11 -0.10
C 0.88 1.00 -1.53
H -2.36 -2.93 0.25
H -0.54 -2.70 1.60
H 1.13 2.54 1.68
H -0.39 2.31 0.60
H 2.41 1.12 -0.16
H 1.35 0.21 -1.99
H 0.91 1.75 -2.31
H -0.22 0.73 -1.55

(2)
18
Properties=species:S:1:pos:R:3 method="wB97M-V/def2-TZVPD" charge=+1 fmax_ev_per_a=3.916 homo_lumo_gap_ev=8.5 total_energy_ev=-11386.01167 multiplicity=1 e_above_lowest_kcal_mol=53.48
C -0.62 0.24 -1.37
N -0.58 0.11 0.09
C -1.47 1.09 0.74
C -0.26 -0.95 0.76
C 0.76 -1.86 0.30
C 1.86 -1.22 -0.07
N 2.07 0.13 -0.10
C 1.39 1.12 0.17
O 1.26 2.26 0.25
H -1.49 -0.51 -1.64
H -0.77 1.31 -1.58
H 0.24 -0.28 -1.77
H -1.74 1.84 -0.17
H -2.44 0.64 1.07
H -1.02 1.68 1.52
H -0.56 -0.90 1.78
H 0.66 -2.98 0.38
H 2.70 -1.73 -0.37

(3)
19
Properties=species:S:1:pos:R:3 method="wB97M-V/def2-TZVPD" charge=-1 fmax_ev_per_a=1.296 homo_lumo_gap_ev=8.6 total_energy_ev=-13445.49728 multiplicity=1 e_above_lowest_kcal_mol=6.14
C -1.95 3.21 2.20
C -1.34 2.05 1.43
O -0.45 1.38 2.03
O -1.75 1.86 0.27
H -1.62 3.34 3.23
H -3.04 3.22 2.16
H -1.70 4.14 1.67
C 1.49 -2.50 -2.71
C 0.33 -1.74 0.58
C 1.19 -0.56 -1.03
C 1.13 -1.88 -1.39
N 0.68 -0.48 0.23
N 0.61 -2.62 -0.37
H 0.27 0.29 0.79
H 0.11 -2.03 1.60
H 1.38 0.33 -1.61
H 2.34 -3.17 -2.59
H 1.66 -1.69 -3.42
H 0.66 -3.11 -3.07

(4)
19
Properties=species:S:1:pos:R:3 method="wB97M-V/def2-TZVPD" charge=-1 fmax_ev_per_a=2.779 homo_lumo_gap_ev=6.7 total_energy_ev=-13443.97298 multiplicity=1 e_above_lowest_kcal_mol=41.29
C 1.36 1.36 0.06
C 1.05 0.33 -0.99
C 1.40 -1.37 -2.34
C -0.10 0.12 -1.74
N 1.94 -0.67 -1.34
N 0.08 -1.00 -2.44
H 1.63 -2.37 -2.67
H 2.02 2.09 -0.42
H 1.93 0.89 0.86
H -0.65 -1.41 -3.01
H -1.12 0.45 -1.57
H 0.50 1.77 0.59
C -1.58 0.00 1.46
C -1.21 -0.03 2.99
O -0.75 -1.09 3.43
O -1.30 1.10 3.55
H -0.68 -0.23 0.92
H -2.17 0.88 1.26
H -2.34 -0.80 1.39

(5)
18
Properties=species:S:1:pos:R:3 method="wB97M-V/def2-TZVPD" charge=+1 smiles=C[C@@H]1[NH2+]Cc2nscc21 fmax_ev_per_a=5.027 homo_lumo_gap_ev=10.0 total_energy_ev=-20175.10943 multiplicity=1 e_above_lowest_kcal_mol=24.72
C -1.34 1.21 0.81
C -0.79 0.51 -0.47
N -1.11 -0.97 -0.37
C 0.23 -1.75 0.40
C 1.23 -0.76 0.17
N 2.47 -0.68 0.45
S 3.23 0.62 -0.18
C 1.72 1.32 -0.81
C 0.74 0.39 -0.55
H -1.34 2.30 0.66
H -0.66 1.07 1.75
H -2.31 0.98 1.08
H -1.12 0.79 -1.49
H -1.04 -1.43 -1.29
H -1.90 -1.15 0.17
H 0.54 -2.62 -0.16
H -0.18 -1.95 1.34
H 1.65 2.11 -1.51

(6)
18
Properties=species:S:1:pos:R:3 method="wB97M-V/def2-TZVPD" charge=0 fmax_ev_per_a=6.764 homo_lumo_gap_ev=10.1 total_energy_ev=-10831.66049 multiplicity=1 e_above_lowest_kcal_mol=137.59
C -1.89 -1.11 -0.51
C -1.30 0.27 -0.32
C 0.88 1.25 0.09
C 1.86 0.20 0.61
C 0.50 -0.77 0.62
C 3.01 -0.05 -0.18
H -2.29 -1.21 0.68
H -2.98 -1.19 -1.19
H -0.65 -1.60 -1.04
H -2.99 1.17 -0.56
H 0.31 1.59 1.04
H 0.97 2.10 -0.49
H 2.04 0.35 1.61
H -0.15 -0.93 1.57
H 0.87 -1.77 0.01
N -1.93 1.44 -0.32
N 0.02 0.19 -0.46
N 3.71 0.05 -1.14

(7)
18
Properties=species:S:1:pos:R:3 method="wB97M-V/def2-TZVPD" charge=0 fmax_ev_per_a=5.417 homo_lumo_gap_ev="9.2 / 7.8" total_energy_ev=-10831.91776 multiplicity=1 e_above_lowest_kcal_mol=131.65
C -3.42 0.70 0.19
C -1.49 0.18 -0.21
C 1.50 -0.15 1.45
C 1.97 1.08 0.60
C 1.20 0.00 0.01
C 1.69 -0.75 -1.16
N -2.18 1.11 0.39
N -3.58 -0.46 -0.31
N -2.23 -0.81 -0.64
H -4.33 1.10 0.56
H 2.37 -0.70 1.68
H 0.69 -0.03 2.22
H 1.58 2.03 0.85
H 2.88 1.24 0.15
H 2.63 -1.13 -1.06
H 1.68 -0.15 -2.11
H 1.01 -1.74 -1.32
H -1.98 -1.50 -1.30

(8)
18
Properties=species:S:1:pos:R:3 method="wB97M-V/def2-TZVPD" charge=0 smiles=CC#N.CC#N.CC#N fmax_ev_per_a=5.857 homo_lumo_gap_ev=11.9 total_energy_ev=-10836.73241 multiplicity=1 e_above_lowest_kcal_mol=20.62
C 4.41 0.84 -0.32
C 4.60 -0.45 0.28
N 4.78 -1.49 0.85
H 5.12 0.95 -1.15
H 4.70 1.69 0.30
H 3.43 0.89 -0.78
C 0.67 -1.89 -1.45
C -0.77 -1.79 -1.62
N -1.94 -1.71 -1.73
H 1.10 -1.69 -2.43
H 1.03 -2.88 -1.17
H 1.08 -1.17 -0.74
C -4.35 1.26 1.38
C -5.38 1.91 2.22
N -6.16 2.37 2.92
H -3.65 1.94 0.90
H -4.86 0.70 0.60
H -3.79 0.51 1.94